## A
ORCA calculation (wB97M-V/def2-TZVPD) on a 2-piece molecular cluster, C2H10NO overall.

Values from the calculation:
- LUMO energy (eV) = -3.417
- highest occupied orbital energy (eV) = -15.27
- gap between HOMO and LUMO (Eh) = 0.4357
- total charge = +1
- M (u) = 64.108

Bonds (Å) are listed after each position.
Positions of all 14 atoms, in Å:
1 O 0.334 -1.893 -2.196  H2 0.962, H4 0.961
2 H -0.222 -1.623 -2.933  O1 0.962
3 H 0.227 0.709 -0.747  N6 1.017
4 H 0.678 -2.698 -2.591  O1 0.961
5 C -1.297 0.233 0.543  N6 1.534, H8 1.082, H9 1.092, H10 1.081
6 N -0.016 1.003 0.196  H3 1.017, C5 1.534, C7 1.471, H11 1.018
7 C 1.032 0.570 1.133  N6 1.471, H12 1.092, H13 1.096, H14 1.092
8 H -1.048 -0.819 0.583  C5 1.082
9 H -1.619 0.589 1.524  C5 1.092
10 H -2.067 0.511 -0.163  C5 1.081
11 H -0.043 2.017 0.283  N6 1.018
12 H 0.923 0.932 2.158  C7 1.092
13 H 2.026 0.979 0.924  C7 1.096
14 H 1.093 -0.510 1.286  C7 1.092


## B
ORCA calculation (wB97M-V/def2-TZVPD) on a 2-piece molecular cluster, C2H10NO overall.

Values from the calculation:
- LUMO energy (eV) = -3.735
- highest occupied orbital energy (eV) = -14.52
- gap between HOMO and LUMO (Eh) = 0.3965
- total charge = +1
- M (u) = 64.108

Bonds (Å) are listed after each position.
Positions of all 14 atoms, in Å:
1 C 1.355 1.111 -0.920  N2 1.502, H6 1.114, H7 1.104, H8 1.135
2 N -0.104 1.222 -1.261  C1 1.502, H3 1.042, H4 1.016, H5 1.032
3 H -0.634 0.695 -0.534  N2 1.042
4 H -0.588 2.115 -1.274  N2 1.016
5 H -0.168 0.802 -2.201  N2 1.032
6 H 1.632 0.121 -0.489  C1 1.114
7 H 1.522 1.788 -0.065  C1 1.104
8 H 1.919 1.317 -1.883  C1 1.135
9 C -0.742 -1.531 1.738  O10 1.400, H12 1.092, H13 1.150, H14 1.189
10 O -1.220 -1.079 0.503  C9 1.400, H11 0.974
11 H -1.240 -1.833 -0.113  O10 0.974
12 H -1.131 -2.462 2.157  C9 1.092
13 H 0.407 -1.490 1.725  C9 1.150
14 H -1.008 -0.777 2.617  C9 1.189


Winner for stability: A


## A
ORCA calculation (wB97M-V/def2-TZVPD) on a 2-piece molecular cluster, C2H10NO overall.

Values from the calculation:
- LUMO energy (eV) = -3.341
- highest occupied orbital energy (eV) = -15.83
- gap between HOMO and LUMO (Eh) = 0.4591
- total charge = +1
- M (u) = 64.108

Bonds (Å) are listed after each position.
Positions of all 14 atoms, in Å:
1 C 0.492 -0.301 1.432  N2 1.513, H4 1.085, H5 1.103, H6 1.111
2 N -0.064 -0.627 0.063  C1 1.513, C3 1.474, H7 1.017, H8 1.125
3 C -1.490 -0.951 -0.118  N2 1.474, H9 1.072, H10 1.126, H11 1.149
4 H 1.571 -0.224 1.516  C1 1.085
5 H -0.118 0.534 1.816  C1 1.103
6 H 0.319 -1.152 2.126  C1 1.111
7 H 0.510 -1.356 -0.353  N2 1.017
8 H 0.176 0.243 -0.608  N2 1.125
9 H -2.048 -0.890 0.794  C3 1.072
10 H -1.674 -1.962 -0.580  C3 1.126
11 H -1.943 -0.065 -0.693  C3 1.149
12 H 2.078 1.980 -2.171  O14 1.046
13 H 1.009 2.830 -1.589  O14 0.908
14 O 1.180 1.940 -1.636  H12 1.046, H13 0.908


## B
ORCA calculation (wB97M-V/def2-TZVPD) on a 2-piece molecular cluster, C2H10NO overall.

Values from the calculation:
- LUMO energy (eV) = -3.467
- highest occupied orbital energy (eV) = -16.12
- gap between HOMO and LUMO (Eh) = 0.4650
- total charge = +1
- M (u) = 64.108

Bonds (Å) are listed after each position.
Positions of all 14 atoms, in Å:
1 C -2.313 -0.308 0.138  C2 1.523, H4 1.088, H5 1.089, H6 1.086
2 C -0.878 -0.031 0.567  C1 1.523, N3 1.516, H7 1.085, H8 1.091
3 N 0.043 -0.721 -0.420  C2 1.516, H9 1.024, H10 1.032, H11 1.025
4 H -2.976 0.266 0.783  C1 1.088
5 H -2.495 0.058 -0.872  C1 1.089
6 H -2.554 -1.350 0.327  C1 1.086
7 H -0.524 0.994 0.577  C2 1.085
8 H -0.691 -0.558 1.503  C2 1.091
9 H 0.047 -1.745 -0.414  N3 1.024
10 H 1.023 -0.424 -0.294  N3 1.032
11 H -0.341 -0.530 -1.351  N3 1.025
12 H 2.880 1.240 -1.004  O14 0.962
13 H 3.424 0.798 0.352  O14 0.962
14 O 2.606 1.001 -0.112  H12 0.962, H13 0.962


Winner for stability: B